Below is a single C3H4O molecule in a non-equilibrium geometry, with properties calculated with ωB97M-V/def2-TZVPD.

```
8
Properties=species:S:1:pos:R:3:mulliken_charge:R:1
O -1.647 -0.084 0.060 -0.5519
C -0.360 -0.114 -0.573 -0.2475
C 0.846 -0.526 0.199 -0.2615
C 0.800 0.701 -0.164 -0.2447
H -1.663 0.195 1.011 0.3052
H -0.597 -0.457 -1.514 0.3473
H 1.306 -1.281 0.805 0.3231
H 1.315 1.566 0.174 0.3299
```

Its multiplicity is 1. The energy relative to the best compared isomer or geometry (same formula, charge and spin) is 46.94 kcal/mol. The energy comes out at -5220.10144 eV. As for the lowest unoccupied orbital energy: 1.12 eV. The SMILES is OC1C=C1.

***

Below is a single C6H9BrO2 molecule in a non-equilibrium geometry, with properties calculated with ωB97M-V/def2-TZVPD.

```
18
Properties=species:S:1:pos:R:3:mulliken_charge:R:1
C -0.060 -1.256 -2.209 -1.5146
C -0.636 -0.285 -1.196 0.6989
C -0.692 -0.763 0.242 -0.9945
C -0.134 0.798 1.120 0.5586
C 0.855 0.588 2.226 -1.1978
Br -1.837 1.632 1.722 -0.1218
C 0.596 1.437 -0.137 0.3943
O 1.440 2.293 -0.103 -0.5747
O 0.304 0.819 -1.244 -0.3358
H -0.450 -2.236 -2.087 0.3854
H 0.973 -1.208 -2.017 0.4253
H -0.083 -0.784 -3.166 0.3860
H -1.713 0.080 -1.572 0.2104
H -1.739 -0.897 0.756 0.3469
H -0.013 -1.704 0.445 0.3144
H 0.467 0.507 3.196 0.3844
H 1.590 1.386 2.040 0.3189
H 1.132 -0.407 1.984 0.3157
```

Its multiplicity is 1. The energy relative to the best compared isomer or geometry (same formula, charge and spin) is 20.04 kcal/mol. The energy comes out at -80503.79969 eV. As for the lowest unoccupied orbital energy: 0.51 eV. The SMILES is C[C@H]1C[C@](C)(Br)C(=O)O1.

***

Below is a single C4H4O2 molecule, with properties calculated with ωB97M-V/def2-TZVPD.

```
10
Properties=species:S:1:pos:R:3:mulliken_charge:R:1
C -2.082 -1.142 -0.280 0.0917
C -0.885 -1.031 -0.318 -0.3533
C 0.541 -0.731 -0.162 -0.5351
O 0.642 0.136 0.979 -0.2771
C 0.951 1.426 0.760 0.1910
O 1.616 1.866 -0.137 -0.4828
H -3.141 -1.261 -0.273 0.3844
H 0.957 -0.242 -1.047 0.3498
H 1.125 -1.627 0.054 0.2702
H 0.489 2.041 1.539 0.3612
```

Its multiplicity is 1. The energy relative to the best compared isomer or geometry (same formula, charge and spin) is 39.01 kcal/mol. The energy comes out at -8305.38572 eV. As for the lowest unoccupied orbital energy: 0.91 eV. The SMILES is C#CCOC=O.

***

Below is 11 unconnected molecules or ions with the total composition C58H130F30N5P6 in a non-equilibrium geometry, with properties calculated with ωB97M-V/def2-TZVPD.

```
229
Properties=species:S:1:pos:R:3:mulliken_charge:R:1
C 3.832 1.188 4.407 -1.6580
C 3.147 0.109 5.331 0.1647
C 1.594 0.182 5.226 0.9678
C 0.899 -1.193 5.479 -1.0534
P 1.123 -2.016 7.123 0.6040
C -0.100 -3.322 7.165 -1.5353
C -0.045 -4.281 5.973 0.1465
C -0.890 -5.590 6.257 -0.8938
C -0.815 -6.540 5.043 -1.1232
C 2.789 -2.794 7.271 -0.6518
C 2.974 -3.596 8.533 -1.2101
C 4.428 -3.974 8.778 -0.2593
C 4.490 -4.565 10.174 -1.3820
C 0.792 -0.940 8.596 -1.3046
C 1.914 0.073 8.882 -0.2233
C 1.723 0.700 10.270 -0.7822
C 0.334 1.461 10.388 -1.1704
H 3.927 0.976 3.342 0.2756
H 4.901 1.215 4.615 0.5556
H 3.431 2.177 4.628 0.3211
H 3.409 0.364 6.358 0.0450
H 3.492 -0.907 5.142 0.2452
H 1.259 0.455 4.225 -1.1602
H 1.305 1.013 5.869 0.6444
H 1.301 -1.858 4.715 -0.1085
H -0.149 -1.226 5.182 0.7741
H -1.080 -2.846 7.141 0.6597
H -0.036 -3.822 8.131 0.5948
H 0.921 -4.655 5.632 0.0525
H -0.507 -3.843 5.088 0.2583
H -1.919 -5.400 6.563 0.4026
H -0.536 -6.085 7.162 0.3931
H -1.651 -7.234 4.960 0.4018
H 0.021 -7.238 5.004 0.3161
H -0.900 -5.960 4.124 0.2107
H 3.634 -2.109 7.201 0.8352
H 2.803 -3.477 6.422 0.3687
H 2.341 -4.483 8.571 0.4384
H 2.476 -3.096 9.364 0.4811
H 4.940 -3.014 8.723 0.3190
H 4.877 -4.603 8.009 0.3802
H 5.458 -4.928 10.518 0.3820
H 3.790 -5.392 10.290 0.3418
H 4.093 -3.952 10.983 0.3302
H 0.579 -1.554 9.471 0.6649
H -0.172 -0.493 8.351 0.8140
H 1.863 0.965 8.259 0.0814
H 2.886 -0.399 8.734 0.3910
H 2.539 1.384 10.502 0.3835
H 1.799 -0.020 11.084 0.3924
H 0.383 2.281 9.671 0.3358
H 0.136 1.824 11.396 0.3960
H -0.597 0.970 10.102 0.3010
C 3.424 2.421 -3.493 -1.1144
C 4.619 2.884 -4.427 -1.1793
C 5.283 1.757 -5.078 -0.2517
C 4.465 1.135 -6.258 -0.0830
N 4.792 -0.312 -6.662 0.3030
C 3.722 -0.878 -7.619 -0.2498
C 3.894 -2.419 -7.512 -0.5563
C 4.411 -2.673 -6.114 0.0200
C 4.832 -1.370 -5.465 -0.7030
C 6.045 -0.250 -7.513 -1.0548
H 3.115 3.174 -2.769 0.4357
H 3.892 1.802 -2.727 0.3706
H 2.530 2.046 -3.990 0.3229
H 5.248 3.397 -3.700 0.4645
H 4.259 3.618 -5.148 0.3975
H 5.305 0.999 -4.295 0.3221
H 6.282 2.101 -5.348 0.3394
H 4.386 1.681 -7.198 0.4885
H 3.446 1.094 -5.873 -0.4402
H 3.898 -0.491 -8.623 0.4788
H 2.797 -0.593 -7.118 -0.0147
H 4.524 -2.917 -8.249 0.3865
H 2.856 -2.752 -7.536 0.2430
H 5.333 -3.250 -6.034 0.3844
H 3.590 -3.135 -5.566 -0.0850
H 5.874 -1.417 -5.147 0.3678
H 4.195 -1.099 -4.623 0.2197
H 6.895 -0.014 -6.871 0.3395
H 5.849 0.430 -8.341 0.3708
H 6.232 -1.209 -7.995 0.4139
C 1.344 -6.989 -4.925 -1.3974
C 1.323 -5.506 -5.408 0.0855
C -0.013 -5.042 -5.991 -0.6806
C -1.084 -4.749 -4.898 0.0958
N -2.566 -4.665 -5.453 0.8848
C -3.484 -3.979 -4.373 -0.0664
C -4.749 -4.812 -4.194 -0.3483
C -4.716 -5.920 -5.268 -0.8956
C -3.184 -6.124 -5.660 -0.6513
C -2.657 -3.773 -6.736 -1.0857
H 0.673 -7.076 -4.071 0.3219
H 2.325 -7.419 -4.723 0.4149
H 0.840 -7.585 -5.686 0.3170
H 2.131 -5.332 -6.118 0.3588
H 1.462 -4.829 -4.565 -0.2237
H -0.398 -5.738 -6.735 0.3894
H 0.245 -4.065 -6.400 0.1805
H -0.962 -3.734 -4.522 -0.3509
H -1.125 -5.468 -4.080 0.4792
H -3.725 -2.950 -4.639 -0.1393
H -2.852 -3.818 -3.500 -0.0492
H -5.552 -4.085 -4.314 0.4146
H -4.836 -5.284 -3.216 0.3345
H -5.253 -5.661 -6.181 0.2964
H -5.058 -6.931 -5.047 0.4378
H -3.140 -6.535 -6.669 0.3379
H -2.726 -6.819 -4.956 0.4159
H -3.715 -3.671 -6.979 0.4502
H -2.172 -4.230 -7.597 0.2341
H -2.207 -2.805 -6.513 0.3547
C -3.376 11.249 1.721 -1.3681
C -3.369 9.710 2.161 -0.4671
C -2.886 8.829 0.936 -1.0523
N -2.343 7.432 1.210 0.6607
C -3.504 6.549 1.757 -1.0714
C -1.185 7.453 2.254 -0.4958
C 0.012 6.796 1.493 -0.8217
C -0.663 5.912 0.428 0.6906
C -1.776 6.842 -0.125 -1.0934
H -3.644 11.794 2.626 0.3695
H -4.071 11.506 0.922 0.3544
H -2.475 11.752 1.368 0.3639
H -4.382 9.466 2.483 0.3673
H -2.914 9.506 3.130 0.4823
H -2.021 9.375 0.561 0.5018
H -3.662 8.838 0.171 0.5187
H -2.984 5.593 1.811 0.3687
H -4.363 6.573 1.086 0.3460
H -3.865 6.818 2.750 0.3110
H -1.527 6.908 3.134 0.2541
H -0.950 8.471 2.565 0.4407
H 0.653 6.222 2.163 0.3677
H 0.609 7.592 1.048 0.3736
H -1.098 5.035 0.907 -0.7358
H 0.046 5.579 -0.330 0.6337
H -2.560 6.400 -0.739 0.2823
H -1.280 7.625 -0.698 0.4184
C -4.347 3.191 -0.716 -1.4090
C -3.890 2.207 -1.804 1.1246
C -4.940 2.267 -2.854 -1.4011
N -4.744 1.444 -4.137 0.5848
C -4.502 -0.083 -3.746 -1.1667
C -3.684 2.093 -5.046 -0.4029
C -4.354 3.251 -5.795 -0.9456
C -5.829 3.060 -5.678 -0.6874
C -5.995 1.592 -5.138 -0.6059
H -5.231 2.742 -0.263 0.4252
H -4.607 4.187 -1.072 0.4201
H -3.693 3.186 0.156 0.2126
H -3.663 1.194 -1.470 -0.1451
H -2.949 2.638 -2.148 0.1163
H -5.060 3.305 -3.166 0.4488
H -5.874 1.896 -2.431 0.2901
H -3.481 -0.278 -3.419 0.2506
H -4.917 -0.791 -4.464 0.4369
H -5.292 -0.324 -3.035 0.4519
H -3.356 1.285 -5.699 0.4875
H -2.823 2.374 -4.440 0.1495
H -4.039 3.374 -6.831 0.4250
H -4.036 4.222 -5.416 0.3537
H -6.235 3.156 -6.685 0.4197
H -6.292 3.837 -5.070 0.2932
H -5.833 0.921 -5.981 0.4029
H -6.894 1.317 -4.587 0.4457
C 0.858 -3.152 -2.165 -0.6614
C 0.149 -2.341 -1.103 0.6258
C 0.919 -1.048 -0.699 -1.1514
N 0.358 -0.311 0.573 1.3568
C 0.268 -1.235 1.793 -0.9550
C -1.056 0.373 0.374 -0.6010
C -0.736 1.623 -0.422 1.3324
C 0.616 2.112 0.035 0.1366
C 1.196 0.910 0.873 0.0235
H 1.910 -3.225 -1.887 0.6055
H 0.658 -2.740 -3.154 -0.5864
H 0.506 -4.182 -2.196 0.4395
H 0.208 -2.990 -0.229 0.3084
H -0.928 -2.181 -1.153 -0.4672
H 0.980 -0.296 -1.486 0.3308
H 1.953 -1.322 -0.490 0.4812
H -0.672 -1.786 1.759 0.4022
H 0.270 -0.718 2.752 -0.6060
H 1.157 -1.861 1.711 0.6667
H -1.410 0.592 1.381 0.4865
H -1.743 -0.335 -0.091 -0.2694
H -1.475 2.422 -0.477 -0.0692
H -0.498 1.218 -1.406 -0.5625
H 0.535 2.989 0.677 -0.0733
H 1.282 2.401 -0.779 -0.0930
H 1.098 1.190 1.922 -0.8569
H 2.228 0.692 0.598 0.4327
P 0.022 -0.061 -4.976 1.4867
F 0.505 0.790 -3.679 -0.4544
F 1.030 0.745 -5.983 -0.3197
F 1.198 -1.230 -4.756 -0.3846
F -0.416 -1.048 -6.258 -0.4851
F -0.988 -0.875 -3.975 -0.3719
F -1.077 1.092 -5.331 -0.3600
P 4.195 4.605 0.876 1.5182
F 3.812 5.585 2.140 -0.4037
F 3.297 5.536 -0.108 -0.3777
F 5.629 5.419 0.700 -0.3615
F 4.476 3.684 -0.384 -0.2874
F 5.065 3.557 1.844 -0.4115
F 2.899 3.659 1.238 -0.6802
P -4.456 -2.914 -0.625 1.5499
F -5.610 -3.065 -1.747 -0.4254
F -5.490 -3.581 0.400 -0.3500
F -3.780 -4.339 -1.040 -0.3816
F -3.232 -2.689 0.441 -0.2867
F -3.579 -2.185 -1.813 -0.4716
F -5.145 -1.478 -0.224 -0.4048
P -1.202 2.965 3.955 1.4964
F 0.387 3.102 3.556 -0.3015
F -1.235 1.329 3.910 -0.4041
F -0.743 2.932 5.506 -0.3779
F -2.775 2.823 4.457 -0.4456
F -1.383 4.584 3.923 -0.3212
F -1.832 3.052 2.448 -0.6826
P 2.631 -4.273 2.697 1.3394
F 1.248 -3.632 3.213 -0.3626
F 2.510 -3.721 1.205 -0.3542
F 3.555 -3.003 3.143 -0.3452
F 4.038 -5.021 2.398 -0.3846
F 2.830 -4.755 4.307 -0.4074
F 1.745 -5.580 2.260 -0.4432
```

Its multiplicity is 1. The energy comes out at -206984.09745 eV. The charge is +1. As for the lowest unoccupied orbital energy: -1.97 eV.

***

Below is 2 unconnected molecules or ions with the total composition C2H9NO in a non-equilibrium geometry, with properties calculated with ωB97M-V/def2-TZVPD.

```
13
Properties=species:S:1:pos:R:3:mulliken_charge:R:1
C 1.367 -0.162 0.789 -0.9425
C 0.417 0.735 -0.064 -0.3385
N 0.559 0.318 -1.538 -0.5461
H 2.434 0.308 0.539 0.2573
H 1.052 -0.413 1.852 0.2888
H 1.525 -1.115 0.211 0.3110
H -0.667 0.621 0.196 0.3093
H 0.575 1.753 0.189 0.2771
H -0.137 0.702 -2.089 0.2014
H 1.408 0.598 -2.082 0.1992
O -2.082 -0.802 0.883 -0.7027
H -2.785 -0.526 0.212 0.3261
H -1.369 -1.178 0.326 0.3595
```

Its multiplicity is 1. The energy relative to the best compared isomer or geometry (same formula, charge and spin) is 25.21 kcal/mol. The energy comes out at -5756.42985 eV. As for the lowest unoccupied orbital energy: 0.88 eV. The SMILES is CCN.O.